## i
Computed, not measured: a 2-piece molecular cluster, C3H3NS overall, with wB97M-V/def2-TZVPD.

Last column: natural (NBO) charge in e.
Element x y z (Å)
C (-1.5357, -0.5040, -0.2072)  0.214
C (0.8345, 0.0990, 0.6629)  -0.396
C (-0.2828, 0.1727, -0.3047)  -0.283
N (-2.5081, -1.0436, 0.0475)  -0.274
S (0.3474, 1.7827, -0.0883)  0.318
H (0.7295, 0.1063, 1.6640)  0.214
H (1.8198, -0.2378, 0.2329)  0.229
H (0.5955, -0.3753, -2.0070)  -0.022

Results
Molecular weight = 85.131 g/mol
Charge = 0
Spin multiplicity = 3
HOMO level (spin up / spin down) = -7.9552 / -10.5940 eV
⟨S²⟩ = 2.0111

## ii
Computed, not measured: a 2-piece molecular cluster, C3H3NS overall, with wB97M-V/def2-TZVPD.

Last column: natural (NBO) charge in e.
Element x y z (Å)
C (-1.3707, -1.9123, 0.1994)  -0.065
C (-0.2593, -2.1298, -0.3154)  -0.214
C (1.0260, -2.3277, -0.5110)  -0.165
N (1.3986, 0.8130, 0.0486)  -0.584
S (2.4205, -2.7428, -1.0470)  0.213
H (-2.2295, -2.1108, 0.7836)  0.231
H (1.7474, 1.1927, 0.9567)  0.289
H (2.1139, 0.0764, -0.2000)  0.294

Results
Molecular weight = 85.131 g/mol
Charge = 0
Spin multiplicity = 3
HOMO level (spin up / spin down) = -7.3578 / -10.0266 eV
⟨S²⟩ = 2.0306

ii wins, 13.8 kJ/mol ahead of the next structure.